Record 1
C3H28O11S | ωB97M-V/def2-TZVPD

CARTESIAN COORDINATES (ANGSTROEM)
C -0.19348 -0.62329 0.12549
O -1.42973 -1.09739 0.62323
C 0.48112 -1.61939 -0.85538
C 1.05376 -0.84667 -2.07799
S 1.06256 -1.93367 -3.52011
H -0.42364 0.35551 -0.31723
H 0.57324 -0.35054 0.83353
H -1.27361 -1.56746 1.45168
H 1.37005 -2.00109 -0.35677
H -0.22678 -2.38593 -1.17112
H 2.09243 -0.57753 -1.88605
H 0.52682 0.09236 -2.24368
H 2.21257 -1.66732 -4.09391
H -4.32905 0.79347 -2.48702
H -2.97724 0.17630 -2.73437
O -3.48725 0.98947 -2.91068
H 3.22775 2.98252 -0.94647
H 1.92993 2.53335 -0.21455
O 2.83377 2.24240 -0.47822
H 3.73444 0.96123 0.54502
H 4.13106 1.34046 1.95915
O 3.96459 0.57136 1.40897
H 3.03364 -1.34839 1.35589
H 3.61266 -2.00737 2.58067
O 2.92551 -2.13195 1.91483
H -3.67737 1.57102 1.06933
H -2.86297 0.27420 0.83232
O -3.20902 0.86085 1.51857
H -2.99670 2.38387 -1.66520
H -2.15293 1.53821 -0.73591
O -2.68524 2.33693 -0.74679
H 0.63059 -1.94614 3.93829
H 1.44480 -2.01724 2.58707
O 0.58501 -1.73524 3.00313
H -1.29740 0.90594 2.58595
H -0.18514 -0.15446 2.77598
O -0.34528 0.75732 2.48141
H -2.15258 -1.63357 -1.53212
H -3.21862 -2.35778 -2.50388
O -2.69523 -1.57786 -2.32317
H 0.14101 1.93464 1.17021
H -0.21607 3.30320 0.39830
O 0.46805 2.67567 0.64161

Calculated values
LUMO level ... 0.349 eV
Multiplicity ... 1
Gap between HOMO and LUMO ... 9.315 eV
E ... -36923.8501 eV
SMILES ... OCCCS.O.O.O.O.O.O.O.O.O.O

The molecule's Mulliken atomic charges, reported in e, are given here: 0.520 -0.583 -1.083 -0.492 -0.262 -0.158 0.293 0.283 0.219 0.683 0.322 0.332 0.127 0.327 0.385 -0.698 0.274 0.444 -0.621 0.358 0.267 -0.634 0.367 0.306 -0.693 0.333 0.320 -0.654 0.336 0.274 -0.683 0.247 0.412 -0.667 0.365 0.329 -0.730 0.310 0.241 -0.668 0.347 0.281 -0.677

Record 2
C3H29NO12 | ωB97M-V/def2-TZVPD

CARTESIAN COORDINATES (ANGSTROEM)
C 1.14914 -3.55448 -2.04432
C 0.44882 -2.19324 -1.76967
C 1.48564 -1.20357 -1.36930
N 1.13076 -0.73874 -0.11039
O 2.48407 -0.73929 -1.88053
H 1.27315 -3.69162 -3.14596
H 2.23152 -3.38106 -1.78328
H 0.58807 -4.41596 -1.72174
H -0.35991 -2.36819 -1.03107
H -0.09785 -1.74983 -2.62114
H 0.32436 -1.02070 0.40056
H 1.52953 0.07763 0.34785
H -2.40470 -1.33371 -0.27763
H -2.88776 -0.23473 0.52283
O -2.25409 -0.98226 0.61415
H -2.25738 1.61696 -0.30686
H -3.27591 2.06707 0.71662
O -3.12278 1.37146 0.06605
H 0.16303 -0.31962 2.21285
H 1.27108 0.41189 2.71885
O 0.41705 0.65205 2.31902
H -2.29350 -0.41857 -3.02326
H -2.30759 -1.52410 -3.99738
O -1.79709 -1.22380 -3.23410
H 1.70485 4.76827 -0.15863
H 0.69965 3.57746 0.17613
O 1.56700 3.82150 -0.13612
H -1.67516 -1.49184 2.98733
H -0.99280 -2.50954 2.07152
O -0.81459 -1.69821 2.55661
H -3.83544 1.78556 -2.52611
H -3.99017 0.67768 -1.64500
O -4.11040 0.84792 -2.59743
H 0.03252 2.45301 -1.24254
H -0.06728 1.31608 -0.37396
O -0.54648 2.15468 -0.50974
H -1.07562 1.58772 2.51138
H -2.20394 1.18176 3.59310
O -1.88973 1.83958 2.97755
H 3.31919 -1.21383 1.44543
H 4.59776 -0.78296 2.02300
O 3.81651 -1.29773 2.26784
H 4.42515 1.58870 1.35811
H 3.09529 0.96040 0.82396
O 3.49173 1.46607 1.54214

Calculated values
LUMO level ... 0.108 eV
Multiplicity ... 1
Energy above the lowest of the compared OMol25 structures with the same formula, charge and spin ... 85.5 kcal per mole
Gap between HOMO and LUMO ... 10.225 eV
E ... -29641.5838 eV
SMILES ... CCC(N)=O.O.O.O.O.O.O.O.O.O.O.O

The molecule's Mulliken atomic charges, reported in e, are given here: -1.165 0.399 0.151 0.200 -0.673 0.303 0.297 0.350 -0.139 0.375 -0.110 -0.057 0.238 0.332 -0.441 0.395 0.315 -0.736 0.320 0.353 -0.699 0.293 0.256 -0.576 0.275 0.371 -0.592 0.292 0.283 -0.671 0.312 0.386 -0.680 0.384 0.441 -0.848 0.395 0.264 -0.631 0.304 0.293 -0.613 0.282 0.334 -0.559

Record 3
C3H29NO12 | ωB97M-V/def2-TZVPD

CARTESIAN COORDINATES (ANGSTROEM)
C 1.55465 -1.11030 -3.52647
C 0.13705 -1.31597 -4.08547
C -0.83759 -0.50548 -3.26751
N -1.57618 -1.12551 -2.33327
O -1.00171 0.70025 -3.47173
H 1.62598 -1.49470 -2.50239
H 2.27064 -1.63816 -4.12871
H 1.83262 -0.07777 -3.54386
H -0.09878 -2.38673 -4.08688
H 0.08031 -0.95371 -5.11338
H -1.38949 -2.06830 -2.02918
H -2.16228 -0.60230 -1.71492
H 3.31451 -0.48144 1.23065
H 1.91693 -0.45022 1.81550
O 2.39589 -0.64604 0.95967
H 0.12380 -0.81365 3.12257
H 1.09122 0.34027 3.45272
O 1.06608 -0.64626 3.25454
H 0.25968 2.50767 0.43216
H -0.97286 1.69466 0.97544
O -0.42464 2.50761 1.16378
H -1.17090 -4.18055 1.49590
H 0.03710 -3.22739 1.42137
O -0.96030 -3.25648 1.31883
H -2.46047 -1.54257 3.51556
H -1.64157 -1.95840 2.28583
O -1.84588 -1.18614 2.86071
H 1.45845 2.23953 -1.57522
H 1.85909 1.26652 -0.41841
O 1.58028 2.17368 -0.59916
H 1.73854 -2.85973 2.65336
H 1.98397 -2.33294 1.22448
O 1.65819 -3.11384 1.72523
H -2.35694 0.10414 1.68899
H -2.97200 1.42057 1.06646
O -2.37641 0.68130 0.90227
H 0.53568 2.24176 2.58122
H 0.48792 2.43577 4.13263
O 0.99373 2.02145 3.43455
H 0.90457 3.16263 -3.60566
H 0.39756 1.68891 -3.45841
O 1.17193 2.27838 -3.32683
H -2.03831 3.27150 1.00827
H -3.18517 3.89851 1.91140
O -3.00489 3.33949 1.15336

Calculated values
LUMO level ... 0.316 eV
Multiplicity ... 1
Energy above the lowest of the compared OMol25 structures with the same formula, charge and spin ... 0.0 kcal per mole
Gap between HOMO and LUMO ... 10.453 eV
E ... -29645.2919 eV
SMILES ... CCC(N)=O.O.O.O.O.O.O.O.O.O.O.O

The molecule's Mulliken atomic charges, reported in e, are given here: -0.926 -0.363 0.537 -0.335 -0.784 0.212 0.350 0.279 0.334 0.248 0.200 0.210 0.363 0.396 -0.803 0.386 0.385 -0.724 0.476 0.489 -0.973 0.312 0.449 -0.779 0.279 0.403 -0.788 0.410 0.295 -0.715 0.319 0.474 -0.771 0.397 0.419 -0.743 0.483 0.296 -0.724 0.269 0.455 -0.720 0.430 0.290 -0.695

Record 4
C3H2AgO3 | ωB97M-V/def2-TZVPD

CARTESIAN COORDINATES (ANGSTROEM)
H 0.66777 -0.99879 0.26597
C 0.77504 -0.60996 -1.60468
O 1.62096 -0.93456 -0.74836
O 0.54936 0.30099 -2.31295
C -1.80339 0.79979 1.16054
C -1.27391 0.06559 0.36284
O -0.61910 -0.83524 -0.31321
H -2.26645 1.55636 1.76580
Ag 2.34973 0.65581 1.42406

Calculated values
LUMO level (alpha / beta) ... -1.029 / -1.886 eV
Multiplicity ... 2
⟨S²⟩ ... 0.75
Energy above the lowest of the compared OMol25 structures with the same formula, charge and spin ... 70.2 kcal per mole
Gap between HOMO and LUMO (alpha / beta) ... 6.225 / 7.535 eV
E ... -13278.0376 eV

The molecule's Mulliken atomic charges, reported in e, are given here: 0.462 0.694 -0.415 -0.305 -0.420 0.213 -0.682 0.371 0.082

Record 5
C3H2AgO3 | ωB97M-V/def2-TZVPD

CARTESIAN COORDINATES (ANGSTROEM)
O -2.13865 1.31568 1.69479
C -1.60276 0.33646 1.84725
O 1.66748 -0.20392 0.85030
C 1.46239 0.36278 -0.18429
C 0.31099 0.04774 -1.17640
O -0.44463 -0.99526 -0.84519
H -0.19478 1.03978 -1.28433
Ag -0.11458 -1.86247 1.15166
H 1.05453 -0.04080 -2.05380

Calculated values
LUMO level (alpha / beta) ... -0.921 / -1.064 eV
Multiplicity ... 2
⟨S²⟩ ... 0.75
Energy above the lowest of the compared OMol25 structures with the same formula, charge and spin ... 1.6 kcal per mole
Gap between HOMO and LUMO (alpha / beta) ... 6.679 / 7.668 eV
E ... -13281.0121 eV

The molecule's Mulliken atomic charges, reported in e, are given here: -0.128 0.196 -0.357 0.045 -0.050 -0.868 0.304 0.554 0.303

Record 6
C3H2AlO3 | ωB97M-V/def2-TZVPD

CARTESIAN COORDINATES (ANGSTROEM)
O -0.96237 1.34408 0.34512
C 3.06500 0.06571 0.44843
C -1.45924 0.09930 0.18189
O 2.38956 0.98654 0.27513
O 0.56736 -0.64778 -0.75637
C -0.68179 -0.91061 -0.27662
Al 0.59876 1.10134 -0.43575
H -2.48613 -0.09042 0.51775
H -1.03116 -1.94817 -0.29959

Calculated values
LUMO level (alpha / beta) ... -7.252 / -7.097 eV
Multiplicity ... 1
Energy above the lowest of the compared OMol25 structures with the same formula, charge and spin ... 0.0 kcal per mole
Gap between HOMO and LUMO (alpha / beta) ... 5.673 / 6.305 eV
E ... -15874.3791 eV
Total charge ... +1

The molecule's Mulliken atomic charges, reported in e, are given here: -0.199 0.318 0.006 0.076 -0.287 -0.053 0.400 0.375 0.364

Record 7
C3H2AlO4 | ωB97M-V/def2-TZVPD

CARTESIAN COORDINATES (ANGSTROEM)
O 1.36601 0.57160 0.24238
C 2.21495 -0.19458 -0.03628
O 3.11818 -0.81360 -0.38858
O -1.81291 1.57760 -0.07887
C -2.71340 0.69192 -0.28108
C -2.24908 -0.72222 0.07663
O -0.97085 -0.87141 0.60697
Al -0.35401 0.72060 0.62072
H -2.38511 -1.30748 -0.86063
H -3.03238 -1.10534 0.76867

Calculated values
LUMO level (alpha / beta) ... -6.376 / -6.361 eV
Multiplicity ... 1
Energy above the lowest of the compared OMol25 structures with the same formula, charge and spin ... 45.1 kcal per mole
Gap between HOMO and LUMO (alpha / beta) ... 6.184 / 6.294 eV
E ... -17921.8916 eV
Total charge ... +1

The molecule's Mulliken atomic charges, reported in e, are given here: -0.106 0.819 -0.120 0.019 -0.141 -0.129 -0.216 0.216 0.325 0.333

Record 8
C3H2AuFO2 | ωB97M-V/def2-TZVPD

CARTESIAN COORDINATES (ANGSTROEM)
H 0.87131 1.00405 0.80203
C 0.00219 -1.08198 -0.01519
C -0.41159 0.27498 -0.12684
O -0.86491 0.65061 -1.42254
C -0.51578 1.71096 -2.00592
O 0.73963 -1.43207 0.94916
H -0.06752 -1.67074 -0.94438
F -1.28291 0.68610 0.79771
Au 1.52958 -0.14190 1.96597

Calculated values
LUMO level (alpha / beta) ... -6.657 / -8.673 eV
Multiplicity ... 4
⟨S²⟩ ... 3.76
Energy above the lowest of the compared OMol25 structures with the same formula, charge and spin ... 90.2 kcal per mole
Gap between HOMO and LUMO (alpha / beta) ... 5.546 / 7.531 eV
E ... -13629.0538 eV
Total charge ... +1

The molecule's Mulliken atomic charges, reported in e, are given here: 0.214 0.378 0.148 -0.113 -0.009 -0.379 0.395 -0.124 0.490

| no. | strongest force on any atom (Eh/bohr) |
| --- | --- |
| 1 | 0.034 |
| 2 | 0.063 |
| 3 | 0.019 |
| 4 | 0.109 |
| 5 | 0.031 |
| 6 | 0.034 |
| 7 | 0.084 |
| 8 | 0.127 |